#1
{"formula": "C5H11N3O", "method": "wB97M-V/def2-TZVPD", "smiles": "CC(C)(C#N)C(N)(N)O", "orbital_gap_ev": 9.4444, "molar_mass_g_mol": 129.2, "elements": ["C", "C", "C", "C", "N", "C", "N", "N", "O", "H", "H", "H", "H", "H", "H", "H", "H", "H", "H", "H"], "coordinates": [[-1.3995, 0.9688, -0.7879], [-0.6053, -0.2040, -0.1709], [-1.3613, -0.6746, 1.0930], [-0.5876, -1.3216, -1.1453], [-0.5803, -2.1982, -1.9063], [0.8729, 0.2276, 0.1714], [1.6348, 0.6516, -0.9568], [1.6652, -0.8070, 0.7505], [0.9489, 1.2974, 1.0746], [-1.6121, 1.7469, -0.0464], [-2.3613, 0.6294, -1.1918], [-0.8560, 1.4397, -1.6145], [-1.5832, 0.1595, 1.7677], [-0.7868, -1.4150, 1.6608], [-2.3170, -1.1461, 0.8325], [1.9481, -0.1394, -1.5083], [2.4573, 1.1279, -0.5995], [2.4991, -0.3701, 1.1308], [1.9620, -1.4754, 0.0472], [0.0621, 1.5025, 1.3993]]}

***

#2
{"formula": "C5H11N3O", "method": "wB97M-V/def2-TZVPD", "orbital_gap_ev": 9.2984, "molar_mass_g_mol": 129.2, "elements": ["C", "C", "C", "C", "N", "N", "N", "C", "O", "H", "H", "H", "H", "H", "H", "H", "H", "H", "H", "H"], "coordinates": [[1.9747, -0.9751, 0.7751], [0.4859, 0.9805, 0.0898], [-0.8458, -0.0024, -1.5497], [-0.8746, 0.2949, -0.0590], [-0.5628, -1.2458, -1.8024], [-1.9948, 1.1933, 0.2246], [-0.9838, -0.8839, 0.7938], [1.6527, 0.4392, 0.4295], [0.4699, 2.3267, -0.1949], [-0.3128, 2.5213, -0.7246], [-0.4149, -1.9443, -1.0713], [-0.4458, -1.5472, -2.7587], [-1.7641, 1.8877, 0.9249], [-2.3356, 1.6480, -0.6136], [-1.9438, -1.2130, 0.7340], [-0.8178, -0.6160, 1.7584], [2.4900, 1.1254, 0.4610], [2.6962, -1.3646, 0.0533], [2.4405, -1.0270, 1.7599], [1.0868, -1.5977, 0.7696]]}

***

#3
{"formula": "C5H11N3O", "method": "wB97M-V/def2-TZVPD", "smiles": "C=C(N)OC.CNC#N", "orbital_gap_ev": 8.9917, "molar_mass_g_mol": 129.2, "elements": ["C", "C", "N", "O", "C", "H", "H", "H", "H", "H", "H", "H", "C", "N", "C", "N", "H", "H", "H", "H"], "coordinates": [[-0.1105, 0.2932, -1.9540], [-0.2382, 0.6122, -0.6585], [-1.1600, 1.5211, -0.1550], [1.0155, 0.7044, 0.3680], [2.2944, 0.6171, -0.1861], [-0.6825, 0.7860, -2.7210], [0.5655, -0.4641, -2.3116], [-1.7978, 1.8960, -0.8410], [-0.7385, 2.1874, 0.4777], [2.9556, 1.2857, 0.3744], [2.6595, -0.4172, -0.1666], [2.3319, 0.9613, -1.2309], [-1.1630, -0.7998, 1.9048], [-0.9679, -1.0545, 0.4673], [-0.0526, -2.0095, 0.1689], [0.4333, -3.0029, -0.1575], [-2.0207, -0.1477, 2.0471], [-0.2717, -0.3062, 2.2921], [-1.2849, -1.7456, 2.4304], [-1.7674, -0.9171, -0.1484]]}

***

Going by the energies, #1 is most stable and the next is 0.0687 hartree up.

***

#1
{"formula": "C5H13N", "method": "wB97M-V/def2-TZVPD", "smiles": "CC[C@@H](C)CN", "orbital_gap_ev": 10.3265, "molar_mass_g_mol": 87.2, "elements": ["C", "C", "C", "C", "C", "N", "H", "H", "H", "H", "H", "H", "H", "H", "H", "H", "H", "H", "H"], "coordinates": [[-1.1694, -1.7715, -1.1451], [-1.2427, -0.7369, 0.0458], [0.1597, -0.0430, 0.0690], [0.0987, 1.1580, -0.9531], [0.7090, 0.4860, 1.4254], [1.7714, 1.4628, 1.3185], [-2.1810, -1.9321, -1.5357], [-0.4620, -1.4280, -1.8782], [-0.8960, -2.7802, -0.8328], [-2.0979, -0.0417, -0.1371], [-1.5057, -1.1532, 0.9857], [1.0206, -0.8169, -0.2167], [-0.7593, 1.3214, -1.5924], [0.0525, 2.0795, -0.4098], [0.9786, 1.1242, -1.6142], [-0.2182, 0.9578, 1.8689], [1.0249, -0.3102, 2.1828], [2.2570, 1.2304, 0.3554], [2.4597, 1.1936, 2.0635]]}

***

#2
{"formula": "C5H13N", "method": "wB97M-V/def2-TZVPD", "smiles": "CC[C@H](C)NC", "orbital_gap_ev": 9.8096, "molar_mass_g_mol": 87.2, "elements": ["C", "C", "C", "C", "N", "C", "H", "H", "H", "H", "H", "H", "H", "H", "H", "H", "H", "H", "H"], "coordinates": [[1.9805, 0.4521, 0.5690], [0.7190, 0.8676, -0.2171], [-0.1993, -0.3416, -0.5589], [-0.6126, -0.3810, -2.0316], [-1.4133, -0.4339, 0.2399], [-1.2195, -0.4801, 1.6816], [2.5381, -0.3099, 0.0275], [2.6019, 1.3269, 0.7482], [1.7213, 0.0549, 1.5521], [1.0432, 1.3228, -1.1464], [0.1638, 1.5737, 0.3958], [0.3677, -1.2396, -0.3146], [-0.9531, -1.3891, -2.2529], [0.1916, -0.0750, -2.6995], [-1.4436, 0.3031, -2.1916], [-2.0528, 0.3224, 0.0200], [-0.8074, 0.4363, 2.1241], [-2.1571, -0.7712, 2.1374], [-0.4685, -1.2381, 1.9170]]}

***

#3
{"formula": "C5H13N", "method": "wB97M-V/def2-TZVPD", "orbital_gap_ev": 5.6201, "molar_mass_g_mol": 87.2, "elements": ["C", "C", "C", "C", "C", "N", "H", "H", "H", "H", "H", "H", "H", "H", "H", "H", "H", "H", "H"], "coordinates": [[-0.8046, -0.3866, -1.8095], [-0.4655, 0.6208, -0.8198], [-0.3864, 0.3149, 0.5810], [1.1512, 0.3597, 0.9460], [-1.1987, 1.2699, 1.5723], [1.3851, -1.9007, -0.5114], [-0.9473, -0.0311, -2.8255], [-1.5999, -1.1228, -1.5785], [0.3798, -0.3125, -1.2791], [-0.0560, 1.5982, -1.1302], [-0.6659, -0.6373, 1.1052], [1.4714, 0.1871, 1.9607], [1.8259, 1.2171, 0.6861], [1.4396, -0.5557, 0.2547], [-1.1933, 2.2316, 1.0675], [-0.7947, 1.2510, 2.5630], [-2.2465, 1.0424, 1.6203], [2.2863, -2.3200, -0.6611], [0.6292, -2.3144, -1.0231]]}

***

Going by the energies, #2 is most stable and the next is 0.0340 hartree up.

***

#1
{"formula": "C5H13N", "method": "wB97M-V/def2-TZVPD", "smiles": "C=NC.CCC", "orbital_gap_ev": 10.7278, "molar_mass_g_mol": 87.2, "elements": ["C", "N", "C", "H", "H", "H", "H", "H", "C", "C", "C", "H", "H", "H", "H", "H", "H", "H", "H"], "coordinates": [[0.3405, 3.0740, 2.7373], [-0.2449, 2.6125, 1.7533], [0.0931, 3.1383, 0.4281], [0.2158, 2.7348, 3.7607], [1.1025, 3.8642, 2.6750], [-0.8218, 3.0944, -0.1359], [0.9217, 2.5708, 0.0137], [0.3776, 4.1961, 0.4916], [0.0198, -1.0578, -1.3183], [-0.7838, -2.3409, -1.1160], [0.0679, -3.5459, -0.7459], [0.8615, -1.0413, -0.6277], [-0.6312, -0.1832, -1.2385], [0.4180, -0.8934, -2.3109], [-1.3295, -2.6015, -2.0296], [-1.5407, -2.1161, -0.3832], [-0.5286, -4.4328, -0.5592], [0.7933, -3.7499, -1.5368], [0.6688, -3.3222, 0.1422]]}

***

#2
{"formula": "C5H13N", "method": "wB97M-V/def2-TZVPD", "orbital_gap_ev": 8.8393, "molar_mass_g_mol": 87.2, "elements": ["C", "C", "C", "C", "N", "C", "H", "H", "H", "H", "H", "H", "H", "H", "H", "H", "H", "H", "H"], "coordinates": [[2.0553, 1.2253, -0.2513], [0.9863, 1.3112, 0.8427], [-0.4340, 1.1504, 0.2782], [-0.5897, -0.2355, -0.3399], [-0.4948, -1.2928, 0.5122], [-1.0805, -2.4824, -0.0797], [1.9791, 0.2485, -0.7322], [1.9349, 2.0231, -0.9864], [3.0668, 1.3100, 0.1443], [1.0792, 2.2572, 1.3802], [1.1560, 0.4929, 1.5419], [-0.6523, 1.9214, -0.4631], [-1.1564, 1.2890, 1.0828], [-0.0559, -0.2883, -1.2958], [-1.7396, -0.4998, 0.0250], [-2.2172, -0.0110, -0.9492], [-0.9183, -3.3444, 0.5655], [-0.7423, -2.7064, -1.1044], [-2.1766, -2.3683, -0.1710]]}

***

#3
{"formula": "C5H13N", "method": "wB97M-V/def2-TZVPD", "orbital_gap_ev": 5.3780, "molar_mass_g_mol": 87.2, "elements": ["C", "C", "C", "C", "C", "N", "H", "H", "H", "H", "H", "H", "H", "H", "H", "H", "H", "H", "H"], "coordinates": [[-1.3947, -1.5353, -0.3278], [-0.0852, -0.9615, -0.7524], [0.8123, -0.2258, 0.3206], [0.5957, 1.3324, 0.1831], [2.2987, -0.6084, 0.3060], [-2.1111, 1.3899, 0.1322], [-1.8204, -2.1921, -1.0300], [-1.7217, -1.6316, 0.7557], [-1.2168, -0.3378, -0.6186], [0.2696, -1.0959, -1.8113], [0.4929, -0.6130, 1.3450], [0.7279, 1.8946, 1.1320], [0.9773, 1.8120, -0.7075], [-0.6192, 1.3819, -0.0523], [2.8008, -0.1964, -0.6982], [2.6149, -0.1030, 1.2632], [2.4723, -1.6661, 0.4726], [-2.0992, 2.3819, 0.1714], [-2.9941, 0.9742, -0.0838]]}

***

#4
{"formula": "C5H13N", "method": "wB97M-V/def2-TZVPD", "smiles": "CCCNCC", "orbital_gap_ev": 9.4329, "molar_mass_g_mol": 87.2, "elements": ["C", "C", "C", "N", "C", "C", "H", "H", "H", "H", "H", "H", "H", "H", "H", "H", "H", "H", "H"], "coordinates": [[0.5198, 2.1027, -1.5579], [-0.4832, 0.9690, -1.6990], [-0.0254, -0.3364, -1.0245], [-0.2495, -0.2513, 0.4011], [-0.0593, -1.5047, 1.1368], [-0.1065, -1.2724, 2.6379], [0.1949, 2.9895, -2.1005], [0.7908, 2.4234, -0.5494], [1.4384, 1.7473, -2.0297], [-0.6444, 0.8473, -2.7755], [-1.5003, 1.1561, -1.3361], [-0.5621, -1.1989, -1.4170], [1.0347, -0.4159, -1.2654], [-0.0071, 0.6131, 0.8373], [0.8559, -1.9614, 0.7812], [-0.9119, -2.1407, 0.8719], [0.0739, -2.2326, 3.1349], [-1.0630, -0.9125, 2.9906], [0.7043, -0.6215, 2.9631]]}

***

Going by the energies, #4 is most stable and the next is 0.0306 hartree up.